DFT (ωB97M-V with the def2-TZVPD basis set) results for the ion C6H13N4 with charge +1 at a distorted geometry.

XYZ file:
```
23
Properties=species:S:1:pos:R:3:nbo_charge:R:1
C 1.624 0.711 -0.046 0.05
C 1.984 -0.679 -0.229 0.36
C -0.670 0.509 0.876 0.41
C 0.120 2.558 0.120 -0.40
C -1.670 -0.636 -1.023 -0.45
C -2.538 -0.887 1.258 -0.41
N 0.394 1.141 0.289 -0.28
N 1.073 -1.585 -0.174 -0.69
N 3.346 -1.020 -0.183 -0.79
N -1.629 -0.184 0.359 -0.32
H 2.402 1.479 -0.105 0.23
H 0.716 2.801 -0.780 0.23
H -0.873 2.625 -0.115 0.23
H 0.336 3.213 0.980 0.25
H -2.692 -0.666 -1.462 0.23
H -1.329 0.141 -1.693 0.22
H -1.237 -1.552 -1.228 0.25
H -3.524 -0.658 0.796 0.22
H -2.409 -2.029 1.146 0.24
H -2.413 -0.607 2.342 0.26
H 1.370 -2.489 -0.378 0.36
H 4.136 -0.290 -0.248 0.41
H 3.483 -1.896 -0.502 0.39
```

The calculation puts the frontier orbital gap (alpha / beta) at 7.909 / 7.900 eV. The total charge is +1. The max |F| is 5.8 eV Å⁻¹. The calculation puts the energy above the lowest of the compared OMol25 structures with the same formula, charge and spin at 3.7789 eV.